1.
An isolated molecule of C4H3Cl2N at a distorted geometry. Source: the OMol25 dataset; level of theory: wB97M-V/def2-TZVPD.

## Properties
energy: -30730.9158 eV
HOMO level: -0.3113 Ha
energy above the lowest of the compared OMol25 structures with the same formula, charge and spin: 11.51 kcal/mol
spin multiplicity: 1
SMILES: Clc1cc[nH]c1Cl

Element x y z (Å)
1 Cl -1.86 -2.10 0.03
2 C -0.74 -0.82 -0.11
3 C -1.10 0.56 -0.14
4 C 0.09 1.27 0.03
5 N 1.06 0.33 -0.02
6 C 0.62 -0.89 -0.08
7 Cl 1.73 -2.20 -0.03
8 H -2.06 0.88 -0.21
9 H 0.27 2.33 0.32
10 H 1.99 0.64 0.20

=====

2.
C50H56BiGe2N3OS5Se4 as an isolated structure. Source: the OMol25 dataset; level of theory: wB97M-V/def2-TZVPD.

## Properties
energy: -493722.9065 eV
net charge: -2
HOMO level: -0.0608 Ha
energy above the lowest of the compared OMol25 structures with the same formula, charge and spin: 12.47 kcal/mol
spin multiplicity: 1

Element x y z (Å)
1 Bi -0.53 2.31 2.75
2 Se 0.18 2.95 5.38
3 Se -1.84 2.73 6.57
4 Se -3.28 4.44 5.87
5 Se -4.99 3.45 4.65
6 C 4.02 4.95 -0.18
7 C 3.18 4.20 -1.17
8 C 1.97 4.73 -1.63
9 C 1.14 4.01 -2.47
10 C -0.14 4.63 -2.97
11 C 1.51 2.71 -2.85
12 C 2.76 2.21 -2.49
13 C 3.26 0.88 -2.99
14 C 3.57 2.96 -1.65
15 C 0.55 1.87 -3.64
16 C 0.59 1.97 -5.03
17 C -0.29 1.25 -5.82
18 C -1.22 0.42 -5.21
19 C -1.27 0.31 -3.82
20 C -0.37 1.02 -3.01
21 Ge -0.41 0.90 -1.02
22 S -1.21 2.67 -0.13
23 S 1.57 0.17 -0.22
24 Ge 0.28 -1.06 1.12
25 S 0.14 -0.17 3.12
26 S -1.51 -0.91 -0.20
27 C 0.88 -2.93 1.46
28 C -0.03 -3.84 2.05
29 C 0.37 -5.13 2.37
30 C 1.67 -5.55 2.11
31 C 2.56 -4.67 1.53
32 C 2.19 -3.37 1.21
33 C 3.26 -2.52 0.61
34 C 3.57 -2.65 -0.74
35 C 2.72 -3.49 -1.67
36 C 4.66 -1.96 -1.26
37 C 5.42 -1.11 -0.48
38 C 6.57 -0.33 -1.06
39 C 5.08 -0.97 0.86
40 C 4.02 -1.67 1.42
41 C 3.68 -1.47 2.88
42 C -1.43 -3.43 2.36
43 C -2.45 -3.60 1.42
44 C -2.24 -4.35 0.13
45 C -3.71 -3.07 1.69
46 C -3.98 -2.38 2.86
47 C -5.29 -1.69 3.08
48 C -2.98 -2.31 3.82
49 C -1.72 -2.83 3.60
50 C -0.67 -2.79 4.69
51 C -2.35 -0.57 -3.27
52 C -2.17 -1.95 -3.21
53 C -0.84 -2.59 -3.52
54 C -3.23 -2.76 -2.80
55 C -4.44 -2.22 -2.41
56 C -5.56 -3.10 -1.91
57 C -4.59 -0.84 -2.45
58 C -3.57 -0.01 -2.88
59 C -3.78 1.49 -2.90
60 H 3.82 6.02 -0.22
61 H 5.08 4.79 -0.35
62 H 3.78 4.60 0.83
63 H 1.66 5.71 -1.29
64 H -0.10 5.72 -2.84
65 H -0.99 4.25 -2.40
66 H -0.31 4.41 -4.03
67 H 2.63 0.48 -3.78
68 H 3.29 0.15 -2.18
69 H 4.28 0.99 -3.38
70 H 4.53 2.55 -1.33
71 H 1.31 2.64 -5.48
72 H -0.25 1.33 -6.90
73 H -1.93 -0.15 -5.80
74 H -0.35 -5.80 2.83
75 H 1.97 -6.56 2.36
76 H 3.58 -4.98 1.33
77 H 1.76 -3.73 -1.24
78 H 3.22 -4.43 -1.93
79 H 2.54 -2.94 -2.60
80 H 4.89 -2.06 -2.32
81 H 6.78 -0.65 -2.09
82 H 7.48 -0.46 -0.47
83 H 6.34 0.74 -1.08
84 H 5.65 -0.29 1.49
85 H 4.52 -1.01 3.40
86 H 3.43 -2.41 3.36
87 H 2.82 -0.80 2.99
88 H -1.22 -4.74 0.05
89 H -2.41 -3.70 -0.72
90 H -2.93 -5.19 0.06
91 H -4.49 -3.16 0.94
92 H -6.00 -1.91 2.28
93 H -5.13 -0.61 3.11
94 H -5.74 -1.98 4.03
95 H -3.17 -1.78 4.75
96 H -0.98 -2.09 5.47
97 H 0.29 -2.46 4.31
98 H -0.54 -3.78 5.13
99 H -0.04 -1.86 -3.57
100 H -0.87 -3.13 -4.47
101 H -0.59 -3.31 -2.74
102 H -3.08 -3.84 -2.75
103 H -5.32 -4.16 -2.06
104 H -6.50 -2.88 -2.43
105 H -5.73 -2.94 -0.85
106 H -5.53 -0.40 -2.13
107 H -4.84 1.73 -2.79
108 H -3.41 1.93 -3.83
109 H -3.24 1.97 -2.08
110 O -3.11 1.18 2.69
111 H -3.69 1.79 3.21
112 H -3.25 1.42 1.77
113 N -0.46 7.96 2.98
114 C -0.39 6.61 3.20
115 N -0.40 6.22 4.47
116 S -0.31 5.55 1.91
117 H -0.89 8.53 3.70
118 H -0.68 8.21 2.03
119 H -0.41 6.89 5.23
120 H -0.29 5.24 4.70
121 N 2.87 2.92 2.45
122 C 1.73 2.73 2.49

=====

3.
An isolated molecule of C3H5N3S at a distorted geometry. Source: the OMol25 dataset; level of theory: wB97M-V/def2-TZVPD.

## Properties
energy: -18492.8971 eV
HOMO level (alpha / beta): -0.2513 / -0.2513 Ha
energy above the lowest of the compared OMol25 structures with the same formula, charge and spin: 115.32 kcal/mol
spin multiplicity: 1
SMILES: Cn1cn[n+]([S-])c1

Element x y z (Å)
1 C 1.70 0.20 0.01
2 N 0.26 0.02 -0.02
3 C -0.34 -1.14 -0.41
4 N -1.61 -1.07 -0.37
5 N -2.08 0.02 0.00
6 S -3.53 0.58 0.09
7 C -0.58 0.86 0.45
8 H 1.98 1.11 0.33
9 H 2.21 -0.59 0.69
10 H 2.15 0.03 -0.88
11 H 0.30 -1.92 -0.67
12 H -0.47 1.91 0.77

=====

4.
A 3-piece molecular cluster, C31H64BN3O5S overall at a distorted geometry. Source: the OMol25 dataset; level of theory: wB97M-V/def2-TZVPD.

## Properties
energy: -59404.4382 eV
HOMO level: -0.3149 Ha
spin multiplicity: 1
SMILES: CCN(CC(C)C)[C@@H](S)[C@](O)(O[C@H](CCCCCCCCCOC)C[C@@H](C)O)B(C)O.CCCC#N.CCCC#N

Element x y z (Å)
1 C -4.66 -3.96 -1.51
2 C -4.14 -2.79 -2.32
3 N -3.23 -1.88 -1.61
4 C -3.75 -1.39 -0.33
5 C -3.22 -1.97 1.00
6 C -4.29 -1.81 2.08
7 C -2.68 -3.40 0.94
8 C -2.82 -0.84 -2.55
9 S -4.16 0.44 -2.75
10 C -1.41 -0.24 -2.30
11 O -1.22 0.63 -3.44
12 O -0.39 -1.21 -2.28
13 C -0.40 -2.34 -3.19
14 C 0.78 -3.24 -2.84
15 C 0.63 -4.13 -1.61
16 C 0.81 -3.42 -0.28
17 C 2.24 -2.88 -0.05
18 C 2.97 -3.60 1.09
19 C 2.66 -3.06 2.49
20 C 3.03 -1.59 2.72
21 C 4.39 -1.43 3.40
22 C 5.12 -0.15 3.05
23 O 4.21 0.93 3.01
24 C 4.80 2.10 2.50
25 C -0.37 -1.97 -4.68
26 C 0.94 -1.42 -5.26
27 C 0.69 -0.56 -6.51
28 O 1.73 -0.74 -4.29
29 B -1.22 0.64 -0.95
30 C -0.22 0.25 0.17
31 O -1.95 1.82 -0.87
32 H -3.85 -4.63 -1.21
33 H -5.34 -4.54 -2.15
34 H -5.21 -3.66 -0.62
35 H -5.00 -2.22 -2.72
36 H -3.60 -3.18 -3.18
37 H -3.59 -0.31 -0.30
38 H -4.85 -1.48 -0.34
39 H -2.38 -1.33 1.29
40 H -5.00 -1.02 1.83
41 H -3.86 -1.54 3.05
42 H -4.86 -2.73 2.22
43 H -1.98 -3.56 1.76
44 H -2.16 -3.59 0.01
45 H -3.48 -4.13 1.07
46 H -2.77 -1.30 -3.53
47 H -3.34 1.46 -3.01
48 H -0.51 1.27 -3.25
49 H -1.32 -2.90 -3.00
50 H 0.95 -3.88 -3.71
51 H 1.67 -2.61 -2.75
52 H 1.36 -4.94 -1.68
53 H -0.36 -4.62 -1.64
54 H 0.55 -4.10 0.53
55 H 0.09 -2.61 -0.24
56 H 2.83 -2.97 -0.97
57 H 2.18 -1.82 0.17
58 H 4.06 -3.56 0.93
59 H 2.69 -4.66 1.06
60 H 1.60 -3.23 2.71
61 H 3.21 -3.66 3.21
62 H 2.26 -1.10 3.32
63 H 3.05 -1.03 1.78
64 H 5.03 -2.27 3.11
65 H 4.27 -1.50 4.49
66 H 5.63 -0.25 2.08
67 H 5.90 0.07 3.80
68 H 5.05 1.99 1.44
69 H 5.71 2.38 3.04
70 H 4.07 2.91 2.61
71 H -1.18 -1.28 -4.92
72 H -0.61 -2.90 -5.21
73 H 1.57 -2.27 -5.56
74 H 1.29 -0.88 -7.35
75 H 0.97 0.47 -6.28
76 H -0.36 -0.56 -6.81
77 H 1.14 -0.11 -3.86
78 H -0.28 0.92 1.03
79 H 0.81 0.26 -0.21
80 H -0.39 -0.77 0.51
81 H -1.38 2.57 -0.66
82 C -4.74 5.29 2.40
83 C -3.78 4.46 1.54
84 C -4.17 2.98 1.47
85 C -4.16 2.35 2.79
86 N -4.14 1.88 3.84
87 H -4.74 4.94 3.43
88 H -4.45 6.34 2.40
89 H -5.76 5.22 2.02
90 H -2.77 4.54 1.93
91 H -3.77 4.85 0.52
92 H -3.48 2.43 0.84
93 H -5.17 2.87 1.05
94 C 3.37 6.37 2.31
95 C 4.29 7.33 3.05
96 C 5.73 7.29 2.53
97 C 6.34 5.97 2.68
98 N 6.81 4.94 2.82
99 H 3.70 5.33 2.43
100 H 2.35 6.44 2.68
101 H 3.35 6.58 1.24
102 H 4.29 7.10 4.11
103 H 3.92 8.35 2.95
104 H 6.35 8.01 3.06
105 H 5.76 7.56 1.47

=====

5.
C33H93Cl3CrN15O7P4 as an isolated structure at a distorted geometry. Source: the OMol25 dataset; level of theory: wB97M-V/def2-TZVPD.

## Properties
energy: -175560.1811 eV
HOMO level (alpha / beta): -0.2665 / -0.2665 Ha
spin multiplicity: 4

Element x y z (Å)
1 Cr 9.77 3.03 -13.78
2 Cl 8.10 2.70 -15.55
3 Cl 11.56 1.66 -14.81
4 Cl 10.30 5.44 -14.11
5 C 16.40 8.41 -17.18
6 O 17.67 8.48 -17.13
7 N 15.78 7.32 -17.65
8 C 14.27 7.24 -17.76
9 C 16.45 6.07 -17.95
10 H 15.61 9.14 -16.93
11 H 14.02 6.74 -18.70
12 H 13.73 8.18 -17.71
13 H 14.00 6.54 -16.97
14 H 17.46 6.18 -17.56
15 H 15.96 5.29 -17.37
16 H 16.54 5.92 -19.03
17 C 11.78 2.66 -11.33
18 O 10.98 3.12 -12.10
19 N 13.03 3.18 -11.11
20 C 13.96 2.48 -10.30
21 C 13.47 4.29 -12.04
22 H 11.52 1.94 -10.54
23 H 13.62 1.46 -10.12
24 H 14.06 3.06 -9.39
25 H 14.87 2.36 -10.88
26 H 14.02 3.90 -12.91
27 H 12.59 4.74 -12.49
28 H 14.20 4.91 -11.52
29 C 9.38 0.18 -12.55
30 O 9.01 1.33 -12.68
31 N 8.64 -0.91 -12.67
32 C 9.15 -2.27 -12.74
33 C 7.18 -0.80 -12.80
34 H 10.36 -0.24 -12.25
35 H 8.77 -3.07 -12.11
36 H 10.23 -2.27 -12.59
37 H 8.85 -2.70 -13.70
38 H 6.65 -1.55 -12.19
39 H 6.82 0.21 -12.62
40 H 6.91 -1.08 -13.82
41 O 8.15 3.83 -18.61
42 P 8.99 4.94 -19.20
43 N 8.18 5.96 -20.38
44 C 8.79 6.87 -21.41
45 C 6.86 6.48 -20.01
46 N 10.43 4.49 -20.03
47 C 10.37 3.80 -21.27
48 C 11.55 4.09 -19.21
49 N 9.47 6.13 -18.08
50 C 8.47 6.60 -16.95
51 C 10.75 6.89 -18.20
52 H 8.67 7.92 -21.13
53 H 8.39 6.66 -22.40
54 H 9.82 6.68 -21.71
55 H 6.43 6.63 -21.00
56 H 6.82 7.27 -19.27
57 H 6.28 5.70 -19.52
58 H 9.99 4.46 -22.05
59 H 11.41 3.56 -21.52
60 H 9.80 2.88 -21.25
61 H 11.26 3.88 -18.18
62 H 11.95 3.14 -19.56
63 H 12.39 4.78 -19.35
64 H 9.10 6.58 -16.06
65 H 7.84 7.43 -17.25
66 H 7.71 5.83 -16.79
67 H 11.43 6.38 -17.53
68 H 10.64 7.97 -18.10
69 H 11.20 6.67 -19.17
70 O 16.33 9.92 -11.78
71 P 15.99 8.67 -11.12
72 N 17.35 7.90 -10.31
73 C 18.56 8.67 -9.99
74 C 17.12 6.65 -9.57
75 N 15.47 7.48 -12.28
76 C 14.12 7.42 -12.78
77 C 16.38 6.85 -13.21
78 N 14.96 8.86 -9.77
79 C 13.96 7.83 -9.29
80 C 14.63 10.23 -9.22
81 H 19.09 8.83 -10.94
82 H 19.27 8.22 -9.29
83 H 18.26 9.64 -9.60
84 H 16.58 6.78 -8.63
85 H 18.09 6.25 -9.28
86 H 16.76 5.86 -10.22
87 H 13.94 6.55 -13.40
88 H 13.40 7.37 -11.96
89 H 13.89 8.32 -13.33
90 H 17.42 6.93 -12.90
91 H 16.02 5.91 -13.64
92 H 16.57 7.45 -14.10
93 H 13.00 7.98 -9.78
94 H 14.25 6.86 -9.70
95 H 13.80 7.82 -8.22
96 H 13.69 10.64 -9.57
97 H 15.41 10.97 -9.39
98 H 14.72 10.01 -8.16
99 O 10.64 12.17 -15.14
100 P 10.94 11.25 -14.04
101 N 12.17 10.08 -14.43
102 C 13.57 10.58 -14.39
103 C 11.79 9.22 -15.54
104 N 9.67 10.27 -13.33
105 C 9.98 9.17 -12.32
106 C 8.44 10.94 -13.21
107 N 11.49 12.18 -12.57
108 C 10.78 12.23 -11.26
109 C 12.36 13.40 -12.72
110 H 14.28 10.09 -15.06
111 H 14.03 10.49 -13.40
112 H 13.62 11.58 -14.82
113 H 11.97 8.17 -15.29
114 H 12.49 9.41 -16.36
115 H 10.77 9.24 -15.91
116 H 11.06 9.02 -12.44
117 H 9.66 9.55 -11.35
118 H 9.30 8.36 -12.57
119 H 7.71 10.13 -13.10
120 H 8.37 11.64 -12.38
121 H 8.24 11.34 -14.21
122 H 11.60 12.38 -10.56
123 H 9.98 12.98 -11.29
124 H 10.24 11.31 -11.07
125 H 12.34 14.04 -11.85
126 H 12.24 13.93 -13.66
127 H 13.39 13.03 -12.80
128 O 8.31 3.78 -12.50
129 P 7.32 4.46 -11.50
130 N 6.36 5.81 -12.12
131 C 6.07 5.71 -13.57
132 C 5.54 6.75 -11.26
133 N 8.24 5.26 -10.29
134 C 9.59 5.08 -10.24
135 C 7.74 5.93 -9.00
136 N 6.14 3.48 -10.69
137 C 6.65 2.63 -9.69
138 C 5.13 2.79 -11.48
139 H 6.44 4.77 -13.96
140 H 6.44 6.60 -14.08
141 H 4.98 5.68 -13.61
142 H 5.38 6.27 -10.29
143 H 4.62 6.99 -11.80
144 H 6.15 7.56 -10.84
145 H 9.88 4.10 -9.88
146 H 9.99 5.25 -11.25
147 H 10.00 5.87 -9.61
148 H 7.47 6.97 -9.14
149 H 7.01 5.23 -8.59
150 H 8.60 6.09 -8.35
151 H 7.15 2.94 -8.77
152 H 5.88 1.89 -9.47
153 H 7.42 2.05 -10.22
154 H 5.58 1.96 -12.02
155 H 4.74 3.40 -12.30
156 H 4.29 2.58 -10.81

=====

6.
C2H2CuO as an isolated structure at a distorted geometry. Source: the OMol25 dataset; level of theory: wB97M-V/def2-TZVPD.

## Properties
energy: -48786.1029 eV
net charge: -2
HOMO level (alpha / beta): 0.0896 / 0.0777 Ha
energy above the lowest of the compared OMol25 structures with the same formula, charge and spin: 0.00 kcal/mol
spin multiplicity: 2

Element x y z (Å)
1 C -0.28 0.27 0.54
2 C -0.01 1.05 -0.55
3 H -0.39 0.66 1.57
4 H -0.20 0.27 -1.43
5 O -0.60 -1.08 0.30
6 Cu 1.47 -1.17 -0.44